{
  "formula": "C71H191N13O25",
  "method": "ωB97M-V/def2-TZVPD",
  "symbols": ["C", "O", "H", "H", "H", "H", "C", "O", "H", "H", "H", "H", "C", "O", "H", "H", "H", "H", "C", "O", "H", "H", "H", "H", "C", "O", "H", "H", "H", "H", "C", "O", "C", "C", "N", "C", "C", "O", "C", "H", "H", "H", "H", "H", "H", "H", "H", "H", "H", "H", "H", "H", "H", "H", "C", "O", "C", "C", "N", "C", "C", "O", "C", "H", "H", "H", "H", "H", "H", "H", "H", "H", "H", "H", "H", "H", "H", "H", "C", "O", "C", "C", "N", "C", "C", "O", "C", "H", "H", "H", "H", "H", "H", "H", "H", "H", "H", "H", "H", "H", "H", "H", "C", "O", "C", "C", "N", "C", "C", "O", "C", "H", "H", "H", "H", "H", "H", "H", "H", "H", "H", "H", "H", "H", "H", "H", "C", "O", "C", "C", "N", "C", "C", "O", "C", "H", "H", "H", "H", "H", "H", "H", "H", "H", "H", "H", "H", "H", "H", "H", "C", "O", "C", "C", "N", "C", "C", "O", "C", "H", "H", "H", "H", "H", "H", "H", "H", "H", "H", "H", "H", "H", "H", "H", "C", "O", "C", "C", "N", "C", "C", "O", "C", "H", "H", "H", "H", "H", "H", "H", "H", "H", "H", "H", "H", "H", "H", "H", "C", "C", "C", "O", "C", "N", "H", "H", "H", "H", "H", "H", "H", "H", "H", "H", "H", "C", "C", "C", "O", "C", "N", "H", "H", "H", "H", "H", "H", "H", "H", "H", "H", "H", "C", "C", "C", "O", "C", "N", "H", "H", "H", "H", "H", "H", "H", "H", "H", "H", "H", "C", "C", "C", "O", "C", "N", "H", "H", "H", "H", "H", "H", "H", "H", "H", "H", "H", "C", "C", "C", "O", "C", "N", "H", "H", "H", "H", "H", "H", "H", "H", "H", "H", "H", "C", "C", "C", "O", "C", "N", "H", "H", "H", "H", "H", "H", "H", "H", "H", "H", "H"],
  "coordinates": [[3.0400, 16.9081, 14.4374], [4.1841, 17.5176, 15.0313], [2.6265, 17.4955, 13.6176], [3.4026, 16.0380, 13.8901], [2.1781, 16.7283, 15.0801], [4.9058, 16.8849, 15.0106], [16.1307, 16.7948, 11.0056], [15.3361, 16.7898, 12.2521], [16.9194, 17.5426, 10.9221], [16.5184, 15.8127, 10.7350], [15.4207, 17.0026, 10.2050], [15.1347, 17.7219, 12.3625], [12.8790, 11.2750, 19.9200], [13.2866, 10.2492, 20.8064], [11.7910, 11.2875, 19.9847], [13.1895, 12.2154, 20.3755], [13.2263, 11.0980, 18.9021], [14.0019, 9.7386, 20.4199], [6.5755, 22.2763, 14.6138], [6.1393, 21.7417, 15.8855], [6.9226, 23.2922, 14.8028], [7.4866, 21.7630, 14.3066], [5.8251, 22.2825, 13.8233], [5.6824, 20.9025, 15.7926], [9.8342, 22.2173, 20.4053], [11.2049, 22.4393, 20.7684], [9.2893, 21.4859, 21.0021], [9.1804, 23.0695, 20.5911], [9.7076, 22.0249, 19.3399], [11.1139, 22.4854, 21.7230], [17.7582, 17.8068, 20.0837], [17.8353, 16.3810, 19.8208], [17.7052, 16.0562, 18.4312], [17.7641, 14.5573, 18.1104], [19.0730, 13.9166, 18.3465], [19.4725, 13.7377, 19.7271], [20.8169, 12.9963, 19.8711], [20.5119, 11.5900, 19.7781], [21.6804, 10.7397, 19.8601], [18.5745, 18.3715, 19.6333], [17.8304, 18.0039, 21.1533], [16.8383, 18.2191, 19.6691], [18.5191, 16.5868, 17.9372], [16.7072, 16.3722, 18.1278], [17.4760, 14.4170, 17.0685], [17.0497, 14.0377, 18.7490], [19.0559, 12.9351, 18.1090], [18.7854, 13.1576, 20.3431], [19.6547, 14.6804, 20.2431], [21.2551, 13.1834, 20.8515], [21.5436, 13.2464, 19.0981], [21.4183, 9.7108, 19.6138], [22.1707, 10.7045, 20.8329], [22.4391, 11.0046, 19.1237], [-1.3938, 20.1582, 25.0947], [-0.4486, 19.2731, 24.4584], [0.4068, 19.9707, 23.5109], [1.7223, 19.1790, 23.3983], [2.5623, 19.3135, 24.5487], [3.7183, 18.3806, 24.6315], [4.5115, 18.2211, 23.3768], [3.7437, 17.2733, 22.5839], [4.3729, 17.0223, 21.3351], [-0.8960, 20.8859, 25.7357], [-2.0783, 19.6059, 25.7386], [-2.0815, 20.5742, 24.3584], [0.5411, 21.0103, 23.8099], [-0.1623, 19.9212, 22.5826], [2.2142, 19.4852, 22.4751], [1.3318, 18.1649, 23.3138], [1.9444, 19.0766, 25.3117], [3.4672, 17.3890, 25.0082], [4.3732, 18.7888, 25.4012], [5.5248, 17.8863, 23.5983], [4.6888, 19.1608, 22.8537], [3.7099, 16.4152, 20.7186], [5.3226, 16.5023, 21.4610], [4.6724, 17.9066, 20.7726], [-1.1391, 10.7784, 14.7740], [-2.2718, 10.3925, 15.5540], [-3.5262, 10.6033, 14.9088], [-4.7305, 10.1757, 15.7793], [-4.7824, 8.7380, 15.8574], [-5.2628, 8.2982, 17.1843], [-5.6647, 6.8205, 17.1641], [-6.2836, 6.3709, 18.4274], [-7.0495, 5.1673, 18.3461], [-0.9826, 10.1124, 13.9254], [-0.2954, 10.6864, 15.4580], [-1.3122, 11.8027, 14.4437], [-3.4989, 10.1340, 13.9254], [-3.6556, 11.6402, 14.5985], [-5.6853, 10.5945, 15.4613], [-4.6514, 10.7311, 16.7139], [-3.8403, 8.4012, 15.7191], [-6.1130, 8.9222, 17.4601], [-4.4531, 8.4122, 17.9051], [-4.8049, 6.2019, 16.9068], [-6.3300, 6.5648, 16.3395], [-6.5691, 4.3027, 17.8881], [-8.0250, 5.3261, 17.8863], [-7.3104, 4.8425, 19.3534], [11.7735, 17.2630, 25.1058], [12.3474, 18.6180, 25.1404], [11.5235, 19.7388, 25.4576], [12.4411, 21.0397, 25.5987], [11.7209, 22.3139, 25.3817], [12.5282, 23.4925, 25.4968], [11.6573, 24.7227, 25.3981], [10.8376, 24.7955, 26.5251], [10.2835, 26.0318, 26.8530], [10.8968, 17.1386, 24.4702], [11.4176, 17.0273, 26.1087], [12.4869, 16.5141, 24.7617], [10.9589, 19.6169, 26.3819], [10.8530, 19.8426, 24.6045], [13.1228, 20.9385, 24.7542], [13.0588, 20.9274, 26.4897], [11.0058, 22.3778, 26.0920], [13.2884, 23.5350, 24.7167], [12.9379, 23.3491, 26.4967], [11.1115, 24.7127, 24.4546], [12.2940, 25.6069, 25.4298], [9.6453, 25.9100, 27.7282], [9.6188, 26.3991, 26.0711], [11.0105, 26.8075, 27.0934], [-8.9253, 7.5590, 9.7954], [-7.5913, 7.9136, 9.9519], [-6.9186, 7.0777, 10.9361], [-5.4206, 7.5149, 10.9416], [-4.6628, 6.6902, 11.8929], [-3.2136, 6.7656, 11.7717], [-2.3009, 6.1148, 12.8204], [-2.5328, 6.9117, 13.9882], [-1.7312, 6.5818, 15.1055], [-9.3964, 7.3797, 10.7618], [-8.9993, 6.5483, 9.3941], [-9.5084, 8.2422, 9.1780], [-6.9906, 5.9906, 10.9027], [-7.2351, 7.2761, 11.9601], [-5.3748, 8.5906, 11.1115], [-4.9933, 7.3814, 9.9478], [-4.8432, 7.1844, 12.7551], [-2.9471, 7.7846, 11.4912], [-2.9927, 6.2057, 10.8629], [-1.2564, 6.1703, 12.5140], [-2.5742, 5.0752, 13.0011], [-2.0610, 7.2341, 15.9141], [-0.7300, 6.9529, 14.8861], [-1.8223, 5.5437, 15.4250], [6.3819, 10.6824, 15.0942], [6.9712, 11.9549, 14.9231], [7.1400, 12.7272, 16.1148], [8.3385, 13.7385, 16.0401], [8.0655, 14.8736, 15.1634], [9.2705, 15.6775, 15.1767], [9.6432, 16.4202, 16.4969], [10.5352, 15.5623, 17.2580], [10.8631, 16.0302, 18.5396], [6.9459, 10.0398, 15.7703], [6.3409, 10.1268, 14.1573], [5.4040, 10.8086, 15.5589], [7.3810, 12.1407, 17.0014], [6.1650, 13.1961, 16.2475], [9.1353, 13.1768, 15.5525], [8.7753, 13.9742, 17.0106], [8.0024, 14.4180, 14.2643], [9.2495, 16.4250, 14.3837], [10.1594, 15.0956, 14.9330], [8.6729, 16.6936, 16.9114], [10.2146, 17.3327, 16.3270], [11.2235, 17.0575, 18.4856], [11.5614, 15.3741, 19.0592], [9.9543, 16.1660, 19.1259], [9.0596, 25.8310, 12.3436], [8.5391, 24.9757, 11.3096], [8.2596, 25.7837, 10.1997], [7.3409, 24.9925, 9.2445], [8.0759, 23.9726, 8.5619], [7.2925, 23.1023, 7.7039], [6.5156, 22.1432, 8.6146], [7.5237, 21.2100, 9.1490], [6.9581, 20.0790, 9.7975], [9.8407, 26.4789, 11.9460], [9.3724, 25.2245, 13.1935], [8.3495, 26.5552, 12.7429], [9.1759, 26.0327, 9.6644], [7.7335, 26.6961, 10.4805], [6.9481, 25.7169, 8.5310], [6.5527, 24.5703, 9.8679], [8.4860, 23.3733, 9.2639], [7.9629, 22.6038, 7.0039], [6.6163, 23.6550, 7.0517], [5.8740, 21.4826, 8.0315], [5.9155, 22.6079, 9.3970], [7.7735, 19.4087, 10.0696], [6.2597, 19.5872, 9.1203], [6.5135, 20.4064, 10.7373], [17.8833, 16.4869, 27.0696], [18.4150, 17.1376, 25.7712], [19.9235, 17.2593, 25.6149], [20.4419, 18.2932, 26.4803], [21.8233, 18.5906, 26.4052], [17.8264, 16.3355, 24.7187], [17.9098, 17.1329, 27.9472], [18.4905, 15.6395, 27.3880], [16.8743, 16.0908, 26.9551], [17.9808, 18.1374, 25.7708], [20.2721, 17.4191, 24.5946], [20.3803, 16.2864, 25.7966], [22.1596, 19.2559, 27.2004], [22.1519, 19.1204, 25.5111], [22.3457, 17.6342, 26.4257], [18.0475, 16.6981, 23.8024], [16.8224, 16.3031, 24.8244], [8.8598, 6.6865, 20.0125], [9.5270, 5.9520, 21.1975], [10.5911, 4.8788, 20.8785], [10.0297, 3.8090, 20.1005], [11.0391, 3.1195, 19.2933], [9.9987, 6.9358, 22.1541], [9.5229, 7.3019, 19.4044], [8.0303, 7.3252, 20.3161], [8.3980, 5.9207, 19.3893], [8.8617, 5.4547, 21.9034], [11.0332, 4.5336, 21.8131], [11.4515, 5.2875, 20.3486], [11.7617, 2.5873, 19.9121], [11.4824, 3.8065, 18.5725], [10.5963, 2.3801, 18.6260], [10.4042, 6.3744, 22.8893], [10.7827, 7.4886, 21.8383], [14.6272, 22.9365, 15.6038], [15.6980, 22.3089, 14.6767], [15.3109, 22.2406, 13.1571], [14.1957, 21.3324, 12.9860], [12.9413, 21.9879, 12.5999], [16.8099, 23.1635, 14.8393], [13.7526, 22.2883, 15.6583], [14.3751, 23.9366, 15.2513], [14.9504, 22.9608, 16.6445], [15.9787, 21.3385, 15.0861], [16.2168, 21.8199, 12.7207], [15.2646, 23.2548, 12.7604], [12.1507, 21.2511, 12.4578], [13.0796, 22.4302, 11.6133], [12.6307, 22.7254, 13.3399], [16.5455, 24.0819, 14.5128], [17.4973, 22.9894, 14.1200], [4.7926, 2.0402, 7.7289], [5.8286, 3.1530, 7.9948], [5.1516, 4.4153, 8.5646], [4.3642, 4.9877, 7.5729], [3.4074, 5.9372, 8.0633], [6.8502, 2.7598, 8.9224], [4.1433, 2.4756, 6.9693], [4.2686, 1.8140, 8.6576], [5.1725, 1.1091, 7.3084], [6.2742, 3.3823, 7.0268], [5.7818, 5.2072, 8.9694], [4.5076, 4.1737, 9.4102], [3.0118, 6.4172, 7.1682], [3.8406, 6.7028, 8.7069], [2.5484, 5.4808, 8.5552], [7.3354, 3.6315, 9.0798], [6.4126, 2.5011, 9.7951], [11.2332, 6.9478, 12.0102], [11.1424, 7.7123, 10.6953], [12.2152, 8.8283, 10.5554], [12.0142, 9.6458, 11.6733], [12.8738, 10.7182, 11.7299], [11.3419, 6.7409, 9.6548], [12.2759, 6.8581, 12.3147], [10.7466, 5.9729, 12.0424], [10.7617, 7.5039, 12.8205], [10.1448, 8.1481, 10.7501], [12.0677, 9.3346, 9.6015], [13.2288, 8.4296, 10.5147], [12.7924, 11.4974, 10.9720], [13.9098, 10.3794, 11.7345], [12.7502, 11.2846, 12.6529], [11.1899, 7.1486, 8.7433], [12.3050, 6.4493, 9.5680], [5.5525, 12.2029, 8.7555], [6.9537, 11.5417, 8.6685], [7.6513, 11.9008, 7.2964], [6.9477, 11.4730, 6.1598], [7.1051, 10.1180, 5.7881], [7.6142, 11.9581, 9.8784], [4.9636, 11.6236, 9.4666], [5.0111, 12.0863, 7.8167], [5.5378, 13.2725, 8.9651], [6.9328, 10.4546, 8.5927], [8.7054, 11.6313, 7.2308], [7.7739, 12.9835, 7.2670], [6.3626, 9.8925, 5.0226], [7.0278, 9.3601, 6.5677], [8.0328, 9.9373, 5.2450], [7.0730, 11.7557, 10.7068], [8.5277, 11.5460, 10.0048]],
  "forces_ev_per_a": [[0.50, -0.12, -1.28], [-0.58, 0.32, 0.21], [0.22, 0.70, 0.08], [-0.51, -0.58, 0.40], [0.49, -0.30, 0.53], [-0.04, -0.01, 0.07], [-1.56, -0.16, -0.12], [1.64, 0.00, -1.34], [0.07, -0.02, 0.60], [0.08, -0.07, 0.78], [0.00, 0.20, -0.24], [-0.25, 0.08, 0.33], [-0.46, -0.04, 0.89], [0.26, -0.73, 0.16], [-0.11, -0.01, -0.50], [0.35, 0.29, -0.61], [-0.06, 0.36, 0.04], [0.01, 0.12, 0.02], [0.54, -0.30, 1.00], [0.03, 0.67, -0.51], [-0.41, 0.10, 0.09], [-0.13, -0.33, -0.37], [-0.09, -0.13, 0.14], [0.04, -0.04, -0.37], [-0.79, 0.58, -0.27], [-1.38, -0.35, 0.01], [0.63, -0.81, -0.07], [0.37, 0.78, -0.04], [0.46, -0.32, 0.12], [0.72, 0.12, 0.31], [0.09, -0.89, -0.60], [0.03, 0.50, 0.55], [0.23, -0.05, 0.53], [0.72, -0.33, 1.38], [0.46, -0.12, -0.01], [1.58, 0.79, 1.16], [-0.84, -0.98, -0.23], [1.19, -0.68, 0.04], [-0.50, 0.20, -0.49], [0.30, -0.21, -0.30], [-0.26, -0.43, -0.02], [-0.24, 0.00, 0.15], [-0.17, 0.06, -0.61], [0.01, 0.39, -0.46], [0.10, 0.08, 0.02], [-0.65, 0.11, 0.01], [-0.47, -0.05, -1.22], [-0.48, -0.01, 0.05], [-0.43, 0.25, -0.20], [0.01, 0.19, 0.15], [-0.01, 0.27, -0.15], [-0.50, 0.12, 0.07], [-0.24, 0.40, 0.31], [0.04, 0.40, -0.13], [0.04, -0.96, -0.33], [-0.02, 0.94, 0.77], [-0.37, -0.73, 0.59], [-1.65, 0.08, -0.69], [0.61, -0.16, 0.40], [-0.09, 0.95, 0.87], [-0.85, -0.67, -0.49], [1.42, 0.86, -0.47], [0.18, -0.27, 0.08], [0.04, 0.33, -0.32], [0.41, -0.55, 0.08], [0.31, 0.62, -0.21], [0.13, 0.09, 0.10], [0.38, 0.26, -0.42], [0.13, -0.15, 0.04], [0.32, -0.44, -0.52], [0.10, 0.16, 0.47], [-0.34, -0.26, -0.25], [0.12, 0.18, 0.05], [0.04, -0.67, 0.06], [-0.49, 0.25, -0.28], [-0.01, 0.05, 0.14], [0.08, -0.44, 0.24], [-0.48, 0.52, 0.07], [-0.92, -0.22, 0.73], [-0.56, -0.23, 0.18], [-0.35, 0.48, -0.59], [0.99, 0.81, -0.55], [-0.47, -0.45, 0.77], [0.02, -0.70, -0.34], [-0.88, -0.99, 0.35], [0.69, 0.18, -1.04], [-0.23, 0.36, 0.36], [-0.10, -0.04, -0.20], [0.06, 0.26, -0.20], [0.44, 0.15, -0.17], [-0.24, -0.82, -0.03], [0.14, 0.59, 0.51], [-0.01, -0.13, -0.95], [0.65, -0.41, 0.74], [0.06, -0.21, -0.04], [0.01, -0.08, 0.12], [-0.14, 0.23, 0.45], [0.48, -0.11, 0.48], [-0.50, 0.55, -0.08], [0.41, 0.23, -0.34], [0.03, 0.19, -0.52], [0.35, 0.29, 0.24], [-0.46, 1.53, 0.72], [0.46, -1.24, -0.05], [0.49, 0.60, -0.43], [-0.53, -1.19, -1.72], [-1.00, -2.15, -0.37], [-0.17, -0.36, 0.60], [0.91, 0.66, 0.34], [-0.52, -0.90, 0.71], [-0.69, 0.29, -0.04], [-0.09, 0.58, -0.38], [0.20, -0.24, 0.18], [0.42, 0.56, 0.19], [-0.16, -0.33, 0.12], [-0.38, 0.50, 0.15], [0.27, 0.04, -0.01], [-0.13, 0.38, 0.46], [-0.29, 0.15, 0.06], [0.13, -0.14, 0.09], [0.96, 1.20, 0.14], [-0.31, 0.00, -0.09], [0.31, 0.19, -0.37], [0.16, -0.24, 0.07], [0.03, 0.14, -0.32], [0.38, -0.02, -0.13], [-0.65, -1.44, 0.48], [1.09, -0.78, 0.95], [1.46, 1.54, 0.26], [-0.24, -0.97, -1.10], [-0.47, 0.56, 1.49], [0.46, -0.83, -2.29], [-1.66, 1.63, 0.57], [-0.02, -0.62, 0.13], [-0.25, 1.21, -0.22], [-0.33, 0.73, 0.38], [0.03, -0.16, -0.74], [0.40, 0.18, 0.14], [-0.24, -0.10, -1.13], [-0.72, 0.47, 0.10], [0.06, 0.18, 0.35], [-0.09, -0.20, -0.21], [-0.24, -0.44, 0.80], [0.65, 0.34, 0.59], [0.16, -0.13, -0.38], [0.12, 0.07, -0.15], [-0.09, -0.15, 0.01], [-0.18, -0.16, 0.17], [0.53, -0.72, 0.14], [0.28, -0.12, -0.19], [0.07, 0.21, 0.76], [1.15, -0.06, -0.35], [0.36, 0.59, 0.20], [-1.13, -1.80, -0.97], [0.21, 0.14, 1.26], [1.49, 1.28, -0.34], [0.29, -1.10, -0.72], [-0.88, -0.26, -0.42], [-0.91, 1.03, 0.02], [0.36, 0.08, 0.25], [-0.19, 0.51, -0.17], [-0.39, -0.20, -0.25], [-0.25, -0.65, -0.08], [0.11, 0.51, 0.51], [0.37, -0.49, 0.09], [-0.68, 0.41, 0.07], [-0.22, 0.42, -0.46], [-0.40, 0.15, -0.02], [0.25, -0.41, -0.02], [0.08, -0.16, 1.05], [-0.16, 0.18, -0.40], [0.70, 0.11, -0.06], [-0.05, -0.01, -0.36], [-0.22, -0.45, 0.39], [-0.10, -0.36, -0.08], [0.33, 1.00, 1.32], [-0.94, -0.80, -1.28], [0.60, 0.82, 0.66], [0.80, 0.14, -0.59], [-0.52, 0.08, 0.90], [1.14, -2.25, -1.08], [-0.48, 0.88, -0.06], [0.54, 0.85, 0.01], [0.56, -0.36, 0.03], [0.29, -0.07, -0.30], [-0.72, -0.16, -0.18], [0.21, 0.19, -0.02], [-0.01, 0.18, 0.23], [-0.27, -0.13, -0.12], [-0.53, 0.24, 0.06], [0.36, -0.10, 0.07], [-0.05, -0.50, 0.31], [-0.18, 0.34, 0.26], [-0.51, 0.21, -0.22], [0.23, 0.18, 0.11], [0.01, -0.02, -0.26], [-0.23, -0.20, 0.22], [-0.53, -0.20, 0.04], [1.06, -0.10, 0.68], [-1.22, 0.26, 0.84], [0.99, 0.07, 0.43], [-0.80, 0.12, -0.07], [0.02, -0.83, -0.46], [0.59, -0.42, -0.73], [-0.12, 0.37, -0.21], [0.16, -0.24, -0.34], [-0.05, 0.28, -0.17], [0.25, 0.46, -0.09], [-0.54, 0.61, -0.46], [0.16, -0.26, 0.73], [-0.52, -0.37, 0.43], [-0.44, -0.07, -0.59], [0.54, 0.06, 0.23], [-0.09, 0.04, -0.16], [0.02, 0.02, -0.09], [-0.51, -1.31, 0.23], [0.05, 0.44, 0.25], [-0.15, 0.11, -1.04], [1.07, -0.40, -0.47], [-1.03, 0.49, 0.21], [1.00, 0.22, 0.52], [0.35, -0.20, 0.16], [0.19, 0.01, 0.44], [0.16, 0.05, -0.36], [-1.07, -0.49, -1.04], [-0.26, -0.40, 0.34], [0.02, 0.43, -0.38], [0.21, 0.30, 0.08], [0.48, 0.35, 0.40], [-0.67, -0.08, 0.48], [0.03, 0.23, 0.69], [0.13, 0.27, -0.51], [-0.29, -1.29, -0.34], [-1.66, 0.56, 0.28], [-0.03, -1.48, 2.08], [-0.51, 1.30, -0.67], [1.23, -0.45, -0.19], [1.98, 1.29, -0.60], [-0.34, 0.22, -0.40], [-0.16, 0.02, 0.10], [0.46, 0.29, -0.17], [-0.24, -0.29, -0.38], [-0.18, -0.41, -0.54], [-0.88, 0.09, -0.14], [0.28, -0.27, 0.40], [0.01, 0.40, 0.05], [0.05, 0.05, -0.02], [-0.42, 0.65, 0.51], [0.70, -0.72, 0.02], [0.24, 0.92, -0.09], [-0.84, -0.13, 0.03], [-0.84, -0.14, -0.31], [-1.26, 0.94, -0.38], [0.21, -0.28, -1.12], [0.67, -0.18, -0.09], [-0.52, -0.23, 0.26], [-0.29, -0.03, -0.09], [0.47, 0.18, 0.16], [0.21, 0.27, 0.04], [0.98, -0.18, -0.09], [-0.15, -0.62, 0.35], [0.05, 0.16, 0.07], [0.25, -0.04, 0.12], [0.15, -0.36, 0.30], [0.69, -0.17, 0.54], [0.02, -0.09, 0.28], [0.40, 0.64, 1.20], [1.22, -0.44, 0.72], [-1.55, -0.71, 0.68], [-0.46, 0.31, -0.18], [1.26, 1.18, 0.78], [-0.67, -0.35, -1.59], [0.14, -0.35, -0.01], [0.12, 0.02, -0.63], [0.06, 0.26, 0.00], [-0.04, 0.12, -0.98], [-0.19, 0.43, -0.13], [0.24, -0.33, 0.29], [-0.40, -0.29, -0.69], [0.31, -0.08, -0.12], [-0.30, -0.36, 0.27], [-0.43, 0.15, -0.26], [0.28, -0.17, 0.64], [-0.17, -1.32, -1.03], [-0.55, 0.40, -1.19], [0.53, 1.15, 1.28], [-0.36, -0.26, 0.35], [0.07, -0.17, -0.87], [1.28, 0.51, -0.03], [-0.08, 0.36, 0.37], [0.09, -0.09, -0.19], [0.48, -0.17, 0.33], [-0.83, -0.36, 0.24], [0.19, -0.90, 0.29], [-0.64, 0.31, -0.30], [-0.37, 0.15, 0.27], [-0.12, 0.29, 0.38], [0.55, 0.22, 0.25], [-0.16, -0.03, -0.11], [0.11, -0.10, -0.01]],
  "lowdin_charge": [-0.164, -0.124, 0.068, 0.076, 0.075, 0.063, -0.134, -0.132, 0.071, 0.072, 0.066, 0.056, -0.163, -0.134, 0.073, 0.072, 0.082, 0.069, -0.146, -0.132, 0.071, 0.068, 0.073, 0.064, -0.170, -0.111, 0.071, 0.067, 0.077, 0.058, -0.087, -0.218, -0.213, -0.185, -0.058, -0.226, -0.204, -0.210, -0.105, 0.080, 0.076, 0.081, 0.122, 0.116, 0.118, 0.112, 0.099, 0.121, 0.108, 0.116, 0.118, 0.080, 0.080, 0.078, -0.108, -0.214, -0.193, -0.237, -0.048, -0.200, -0.221, -0.200, -0.117, 0.085, 0.078, 0.082, 0.115, 0.118, 0.120, 0.119, 0.102, 0.121, 0.111, 0.118, 0.122, 0.088, 0.079, 0.082, -0.092, -0.204, -0.218, -0.218, -0.052, -0.188, -0.185, -0.196, -0.127, 0.082, 0.089, 0.085, 0.113, 0.112, 0.115, 0.113, 0.066, 0.121, 0.122, 0.110, 0.112, 0.081, 0.080, 0.080, -0.073, -0.220, -0.203, -0.178, -0.084, -0.225, -0.233, -0.190, -0.118, 0.074, 0.077, 0.080, 0.111, 0.111, 0.110, 0.111, 0.104, 0.126, 0.121, 0.125, 0.120, 0.088, 0.087, 0.086, -0.147, -0.180, -0.191, -0.206, -0.062, -0.225, -0.184, -0.230, -0.103, 0.080, 0.080, 0.090, 0.119, 0.113, 0.116, 0.114, 0.094, 0.114, 0.111, 0.119, 0.123, 0.073, 0.089, 0.092, -0.118, -0.208, -0.193, -0.197, -0.059, -0.227, -0.179, -0.221, -0.120, 0.081, 0.084, 0.083, 0.112, 0.118, 0.118, 0.113, 0.107, 0.113, 0.112, 0.121, 0.117, 0.081, 0.088, 0.081, -0.102, -0.180, -0.248, -0.220, -0.071, -0.191, -0.177, -0.221, -0.109, 0.083, 0.085, 0.081, 0.124, 0.117, 0.122, 0.107, 0.100, 0.117, 0.116, 0.109, 0.111, 0.086, 0.083, 0.081, -0.059, -0.433, -0.184, -0.188, -0.116, 0.026, 0.073, 0.074, 0.068, 0.129, 0.118, 0.121, 0.085, 0.078, 0.083, 0.061, 0.068, -0.048, -0.431, -0.207, -0.191, -0.086, 0.018, 0.074, 0.071, 0.067, 0.136, 0.114, 0.113, 0.083, 0.080, 0.078, 0.061, 0.067, -0.062, -0.454, -0.182, -0.199, -0.076, 0.009, 0.070, 0.077, 0.075, 0.138, 0.110, 0.121, 0.082, 0.081, 0.076, 0.069, 0.067, -0.051, -0.443, -0.245, -0.194, -0.093, 0.031, 0.074, 0.076, 0.075, 0.138, 0.120, 0.120, 0.086, 0.083, 0.085, 0.065, 0.071, -0.073, -0.434, -0.211, -0.175, -0.141, 0.023, 0.078, 0.077, 0.071, 0.137, 0.121, 0.123, 0.087, 0.088, 0.089, 0.066, 0.073, -0.059, -0.422, -0.207, -0.178, -0.109, 0.025, 0.070, 0.068, 0.080, 0.114, 0.115, 0.120, 0.087, 0.081, 0.081, 0.069, 0.066],
  "total_energy_ev": -147260.6308,
  "total_charge": 0,
  "largest_force_ev_per_a": 2.741
}